The following is a quantum chemistry calculation of a single C8H14O4 molecule in a non-equilibrium geometry, from OMol25.

```
26
Properties=species:S:1:pos:R:3:forces:R:3
C 2.750 -0.123 -0.114 1.2 0.3 -1.3
C 0.673 0.794 0.644 1.5 1.6 0.2
C -1.029 -0.044 -1.003 -2.3 -0.6 -1.7
C -0.775 0.837 0.130 1.2 -2.2 0.0
C -1.638 -0.495 0.300 1.3 -0.7 -1.2
C 3.803 -0.242 -1.162 -2.2 2.1 0.3
C -3.085 -0.546 0.674 -1.0 1.5 -1.4
C -0.948 -1.725 0.886 1.3 3.6 2.7
O 1.528 0.284 -0.438 -2.0 1.3 -0.1
O 1.078 2.087 1.162 -1.1 0.9 -4.4
O -1.789 0.180 -2.199 0.9 0.1 1.8
O -1.319 2.069 0.203 -3.0 1.2 -0.8
H 2.920 -0.403 0.857 0.4 -0.6 2.4
H 0.913 0.209 1.505 -0.5 -1.0 0.5
H 4.096 0.709 -1.601 -0.2 0.4 -0.1
H 3.432 -0.831 -1.940 -0.4 -1.2 -1.6
H 4.675 -0.630 -0.799 2.1 -1.4 1.2
H -3.076 -0.615 1.750 -0.5 0.8 0.6
H -3.580 -1.507 0.410 0.4 0.8 -0.6
H -3.651 0.374 0.201 0.6 -1.9 1.3
H 0.022 -1.784 0.497 1.4 -0.6 -0.9
H -1.508 -2.554 0.705 -1.4 -2.5 -0.5
H -0.751 -1.581 2.005 -0.7 -0.4 -1.2
H 0.845 2.731 0.341 0.8 -1.8 3.1
H -1.343 0.806 -2.791 0.1 -0.2 0.4
H -2.244 2.000 -0.226 2.1 0.4 1.0
```
Positions in Å, forces in eV/Å.

Summary:
Molar mass: 174.2 g mol⁻¹
Maximum force: 4.696 eV Å⁻¹
E_LUMO (alpha / beta): 0.2892 / 0.4522 eV
Kohn-Sham gap (alpha / beta): 6.8 / 8.1 eV
Multiplicity: 1
Relative energy (zero: lowest compared OMol25 entry of this formula, charge and spin): 188.6 kcal per mole

---

The following is a quantum chemistry calculation of a single C8H14O4S molecule in a non-equilibrium geometry, from OMol25.

```
27
Properties=species:S:1:pos:R:3:forces:R:3
O -2.534 -1.762 -0.075 0.3 0.9 -0.3
C -2.618 -0.674 -0.619 -3.0 -2.0 0.2
O -3.695 0.151 -0.362 -1.9 -3.0 2.1
C -1.823 -0.125 -1.727 1.1 3.3 7.3
C -1.408 1.295 -0.940 -1.4 3.0 -4.9
C -0.311 1.246 -0.013 3.3 -0.7 3.6
C 1.093 0.844 -0.642 -1.9 -0.1 11.5
C 2.160 0.984 0.631 1.8 2.7 -4.0
C 3.639 0.571 -0.035 -1.6 8.7 2.1
S 3.901 -0.998 -0.242 -0.4 -6.3 -2.7
C -0.720 0.162 1.089 -9.8 15.0 3.7
O -1.726 0.627 1.876 4.9 -3.3 -3.0
O -0.233 -0.863 0.940 4.6 -14.7 0.9
H -4.347 -0.416 0.303 2.7 2.1 -2.4
H -0.935 -0.587 -1.831 2.6 -2.1 -1.0
H -2.411 0.073 -2.483 -2.6 1.0 -4.1
H -2.295 1.775 -0.386 1.3 -0.7 -1.5
H -0.976 2.021 -1.921 -1.6 -1.6 2.8
H -0.155 2.268 0.643 -0.6 -2.5 -1.9
H 1.235 1.573 -1.188 2.1 7.1 -5.8
H 1.078 0.004 -1.120 0.1 -5.2 -2.5
H 1.943 0.439 1.503 -0.3 -1.0 0.9
H 2.225 2.155 0.942 -0.3 -2.7 -0.8
H 3.708 1.198 -0.955 -0.3 -0.6 0.2
H 4.493 1.147 0.540 -1.5 -1.7 -0.5
H 2.926 -1.246 -1.352 1.8 0.4 2.0
H -0.541 -1.800 1.495 0.5 4.1 -1.8
```
Positions in Å, forces in eV/Å.

Summary:
Molar mass: 206.3 g mol⁻¹
Maximum force: 18.308 eV Å⁻¹
E_LUMO: 0.3396 eV
Kohn-Sham gap: 9.2 eV
Multiplicity: 1
Relative energy (zero: lowest compared OMol25 entry of this formula, charge and spin): 183.0 kcal per mole

---

The following is a quantum chemistry calculation of 2 unconnected molecules or ions with the total composition C8H15BCl2FN3O2 in a non-equilibrium geometry, from OMol25.

```
32
Properties=species:S:1:pos:R:3:forces:R:3
C 3.810 1.023 -0.086 0.5 0.4 0.0
C 3.259 0.120 -1.362 -0.2 0.7 1.1
Cl 4.597 -0.183 -2.633 -1.4 0.2 1.3
C 2.674 -1.364 -0.860 0.6 1.5 -1.2
Cl 4.026 -2.359 -0.069 -1.8 1.1 -0.8
N 1.553 -1.064 0.110 -3.3 0.5 1.3
C 1.438 -1.180 1.613 -3.9 1.8 -3.5
N 0.043 -0.696 1.955 3.3 -0.6 -4.0
C -0.772 -0.242 0.726 5.8 -2.1 -1.9
B -2.293 0.379 0.659 -3.5 0.3 3.2
O -3.125 0.230 1.904 4.1 -0.3 -3.8
N -2.922 1.120 -0.507 2.4 -1.0 0.0
C -3.480 0.194 -1.565 -1.9 0.0 -0.3
C -2.024 2.195 -1.077 -0.6 1.2 -0.7
C 0.272 -0.539 -0.503 -1.3 0.3 3.9
F 0.094 -0.360 -1.973 1.0 -0.8 5.3
H 3.639 0.478 0.939 0.5 0.9 -2.1
H 3.269 2.075 0.006 1.0 -2.4 -0.5
H 4.963 1.255 -0.235 -2.5 -0.7 0.4
H 2.423 0.757 -1.901 1.6 -1.8 1.0
H 2.252 -1.869 -1.840 0.8 0.6 2.4
H 2.308 -1.593 2.279 -2.2 0.9 -1.4
H -0.297 -0.693 2.961 0.1 -0.2 -1.6
H -2.677 -0.425 2.531 -1.4 0.0 0.0
H -2.796 -0.718 -1.838 -1.1 1.7 0.3
H -4.520 -0.218 -1.148 2.4 0.7 -0.9
H -3.779 0.830 -2.529 0.9 -1.4 2.1
H -2.730 2.967 -1.651 1.5 -1.6 1.2
H -1.512 2.818 -0.218 -0.9 -1.4 -1.7
H -1.255 1.814 -1.875 -1.1 0.6 1.6
O -3.142 -2.251 3.647 1.0 1.0 -1.8
H -3.298 -2.501 4.539 -0.1 -0.2 1.2
```
Positions in Å, forces in eV/Å.

Summary:
Molar mass: 285.9 g mol⁻¹
Maximum force: 6.413 eV Å⁻¹
E_LUMO: -1.9918 eV
Kohn-Sham gap: 3.8 eV
Multiplicity: 1

---

The following is a quantum chemistry calculation of a single C8H15Br molecule in a non-equilibrium geometry, from OMol25.

```
24
Properties=species:S:1:pos:R:3:forces:R:3
C -0.971 -2.579 2.882 0.1 0.5 -0.7
C -0.299 -1.259 2.529 -1.7 1.4 -1.5
C -0.784 -0.346 1.615 0.6 -2.4 1.9
C -0.162 0.996 1.401 -0.3 0.1 -0.4
C -0.272 1.489 -0.058 1.3 -0.3 1.5
C 0.441 0.524 -0.991 -1.3 -0.2 -0.7
C 0.459 1.080 -2.408 0.9 0.4 -0.4
C 1.385 0.317 -3.340 -0.5 -0.6 0.3
Br -1.374 1.016 -3.232 0.7 0.2 0.4
H -1.629 -2.479 3.762 0.4 -0.1 -0.2
H -1.593 -2.910 2.026 0.3 0.0 0.5
H -0.184 -3.317 3.077 -0.4 -0.1 0.1
H 0.569 -0.994 3.114 0.3 0.1 0.0
H -1.704 -0.634 1.070 0.5 0.4 0.2
H -0.657 1.725 2.048 0.0 0.1 0.1
H 0.889 0.944 1.703 -0.1 0.1 0.0
H 0.243 2.451 -0.076 -0.1 0.2 -0.3
H -1.306 1.658 -0.287 -0.5 -0.1 -0.5
H 1.467 0.312 -0.653 -0.2 0.2 -0.1
H -0.120 -0.441 -1.029 0.6 0.5 0.2
H 0.791 2.147 -2.422 -0.7 -0.7 0.1
H 1.463 0.814 -4.284 0.2 0.3 -0.6
H 0.971 -0.671 -3.527 0.0 -0.2 0.0
H 2.376 0.157 -2.920 0.1 0.3 0.2
```
Positions in Å, forces in eV/Å.

Summary:
Molar mass: 191.1 g mol⁻¹
Maximum force: 3.121 eV Å⁻¹
E_LUMO: 0.9788 eV
Kohn-Sham gap: 10.0 eV
Multiplicity: 1
Relative energy (zero: lowest compared OMol25 entry of this formula, charge and spin): 0.0 kcal per mole

---

The following is a quantum chemistry calculation of a molecular structure, C8H15ClCoINOPS in a non-equilibrium geometry, from OMol25.

```
30
Properties=species:S:1:pos:R:3:forces:R:3
C 4.411 -1.245 -1.705 0.4 -0.6 0.0
I 2.594 -0.247 -1.094 0.0 0.3 -0.2
H 4.621 -2.022 -0.967 -0.1 0.2 -0.2
H 5.218 -0.508 -1.746 -0.5 0.0 0.1
H 4.225 -1.676 -2.691 -0.1 0.2 0.3
Co -0.307 0.322 0.606 2.1 -2.7 4.8
P -1.769 -0.850 -0.539 -3.0 -2.1 -1.8
C -2.153 -0.328 -2.236 0.3 0.3 0.2
C -1.048 -2.499 -0.703 0.2 0.0 0.1
H -3.242 -1.411 1.276 -0.2 0.0 -0.3
H -3.944 -1.789 -0.349 0.0 0.2 0.2
H -3.907 -0.092 0.256 0.0 -0.3 0.0
C -3.385 -1.057 0.248 0.1 0.1 0.1
H -0.855 -2.893 0.302 -0.1 -0.1 -0.4
H -1.790 -3.107 -1.236 0.3 0.0 0.0
H -2.803 -1.095 -2.676 0.1 0.2 0.0
H -1.228 -0.233 -2.819 -0.3 -0.1 0.0
H -0.108 -2.428 -1.263 -0.2 -0.2 0.1
H -2.673 0.639 -2.211 0.0 -0.2 -0.2
C -0.275 1.466 -0.746 1.3 8.1 -6.7
O -0.163 2.414 -1.417 -0.8 -4.4 2.9
Cl -0.631 -1.109 2.246 0.0 0.0 0.0
S 2.601 2.462 3.129 -1.2 -0.3 -0.7
C 1.202 3.470 2.985 -0.9 -0.9 -0.9
C 0.233 2.885 2.189 1.7 -0.3 0.4
N 0.634 1.638 1.689 1.5 1.1 1.5
C 1.864 1.281 2.130 -0.8 1.0 0.3
H 1.106 4.426 3.468 0.2 0.1 0.1
H -0.748 3.274 1.948 0.2 0.1 0.0
H 2.322 0.312 1.929 -0.1 0.4 0.0
```
Positions in Å, forces in eV/Å.

Summary:
Molar mass: 425.5 g mol⁻¹
Maximum force: 10.629 eV Å⁻¹
E_LUMO (alpha / beta): -8.1640 / -11.2064 eV
Kohn-Sham gap (alpha / beta): 7.7 / 4.9 eV
Multiplicity: 5
Relative energy (zero: lowest compared OMol25 entry of this formula, charge and spin): 0.0 kcal per mole
Total charge: +2